# 1
ORCA calculation (ωB97M-V with the def2-TZVPD basis set) on C22H6F15GeN2NiO3S as an isolated structure.

```
51
Properties=species:S:1:pos:R:3:mulliken_spin:R:1
Ni -2.58 -1.20 -1.39 1.68
N -1.88 -3.28 -1.55 0.05
C -2.93 -4.22 -1.93 0.01
C -4.32 -3.58 -1.75 0.00
O -5.33 -4.27 -1.62 0.03
N -4.27 -2.25 -1.86 0.10
C -5.49 -1.51 -1.77 0.00
C -5.15 -0.02 -1.29 0.00
O -6.10 0.71 -1.08 0.01
O -3.92 0.22 -1.20 0.06
H -1.04 -3.38 -2.11 0.00
H -1.62 -3.40 -0.57 0.00
H -2.88 -5.17 -1.38 0.00
H -2.83 -4.45 -3.00 0.00
H -6.20 -1.98 -1.07 0.00
H -5.98 -1.37 -2.74 0.00
F 1.89 0.20 -2.30 0.00
C 2.74 -0.42 -1.46 0.00
C 2.52 -0.24 -0.10 0.01
C 3.43 -0.84 0.76 0.00
F 3.33 -0.63 2.08 0.00
C 4.47 -1.63 0.29 0.00
F 5.32 -2.21 1.15 0.00
C 4.64 -1.81 -1.08 0.00
F 5.62 -2.59 -1.54 0.00
C 3.78 -1.18 -1.97 0.00
F 3.96 -1.31 -3.29 0.00
Ge 0.74 0.61 0.37 0.01
S -0.81 -0.75 -0.09 0.04
C 1.08 2.47 -0.35 0.00
C 2.25 3.13 -0.03 0.00
F 3.12 2.52 0.79 0.00
C 2.55 4.39 -0.53 0.00
F 3.70 5.00 -0.21 0.00
C 1.64 5.00 -1.39 0.00
F 1.91 6.21 -1.89 0.00
C 0.46 4.36 -1.74 0.00
F -0.40 4.95 -2.57 0.00
C 0.20 3.09 -1.21 0.00
F -0.93 2.47 -1.55 0.00
C 0.76 0.78 2.38 0.00
C 0.59 1.95 3.09 0.00
F 0.66 3.13 2.45 0.00
C 0.36 1.95 4.46 0.00
F 0.21 3.10 5.13 0.00
C 0.29 0.74 5.15 0.00
F 0.04 0.73 6.46 0.00
C 0.46 -0.45 4.45 0.00
F 0.40 -1.62 5.11 0.00
C 0.69 -0.41 3.09 0.00
F 0.86 -1.56 2.43 0.00
```

The calculation puts the largest force on an atom at 3.26 eV/A. The value obtained for the energy above the lowest of the compared OMol25 structures with the same formula, charge and spin is 30.65 kcal/mol. Its lowest unoccupied orbital energy (alpha / beta) is 0.0680 / 0.0659 Eh. The HOMO-LUMO gap (alpha / beta) comes out at 7.2709 / 7.3463 eV. Its expectation value of S² is 2.0067. As for the multiplicity: 3. The value obtained for the HOMO energy (alpha / beta) is -5.42 / -5.55 eV. As for the charge: -1.

# 2
ORCA calculation (ωB97M-V with the def2-TZVPD basis set) on one molecule with the formula C2H4Cl2.

```
8
Properties=species:S:1:pos:R:3:lowdin_charge:R:1
Cl -1.10 1.26 -1.29 0.54
C -0.17 -0.14 -0.73 -0.68
C 0.17 -0.11 0.74 -0.67
Cl 0.98 1.38 1.27 0.53
H 0.73 -0.20 -1.35 0.07
H -0.76 -1.04 -0.92 0.07
H 0.87 -0.92 0.94 0.07
H -0.71 -0.24 1.35 0.07
```

The calculation puts the largest force on an atom at 0.35 eV/A. The value obtained for the energy above the lowest of the compared OMol25 structures with the same formula, charge and spin is 2.09 kcal/mol. Its lowest unoccupied orbital energy is 0.0341 Eh. The SMILES is ClCCCl. The HOMO-LUMO gap comes out at 11.7726 eV. The value obtained for the HOMO energy is -10.84 eV. As for the charge: 0.

# 3
ORCA calculation (ωB97M-V with the def2-TZVPD basis set) on a 9-piece molecular cluster, C51H46N8O19 overall.

```
124
Properties=species:S:1:pos:R:3:lowdin_charge:R:1
O -4.01 -5.43 4.90 0.09
N -3.02 -4.75 4.78 -0.36
O -1.94 -5.08 4.32 0.08
C -3.16 -3.33 5.15 -0.14
C -4.41 -2.78 5.42 -0.02
C -4.50 -1.43 5.72 -0.07
C -3.37 -0.62 5.68 -0.09
C -2.12 -1.15 5.51 -0.06
C -1.99 -2.53 5.20 0.04
H -5.32 -3.35 5.35 0.12
H -5.49 -1.05 5.95 0.11
H -3.44 0.46 5.93 0.11
H -1.19 -0.63 5.73 0.11
H -1.13 -3.04 4.94 0.09
O 3.48 -0.74 -6.77 0.06
N 2.44 -0.73 -7.43 -0.33
O 2.28 -0.06 -8.46 0.06
C 1.31 -1.54 -7.00 -0.16
C 1.40 -2.28 -5.85 0.00
C 0.19 -2.85 -5.30 -0.02
C -1.00 -2.69 -6.05 -0.09
C -1.05 -1.96 -7.22 -0.09
C 0.10 -1.37 -7.72 0.00
H 2.37 -2.31 -5.31 0.12
H 0.24 -3.39 -4.35 0.11
H -1.83 -3.23 -5.66 0.09
H -2.03 -1.75 -7.76 0.13
H 0.08 -0.78 -8.68 0.13
O 3.80 6.84 -0.49 0.06
N 2.97 6.28 0.24 -0.35
O 2.38 6.87 1.12 0.08
C 2.75 4.90 0.01 -0.18
C 3.03 4.31 -1.21 0.01
C 2.69 2.98 -1.34 -0.05
C 2.11 2.25 -0.30 -0.08
C 1.76 2.88 0.86 -0.09
C 2.04 4.23 1.03 0.02
H 3.45 5.00 -1.91 0.12
H 3.09 2.40 -2.16 0.10
H 2.05 1.14 -0.43 0.10
H 1.21 2.29 1.63 0.10
H 1.53 4.87 1.82 0.15
O -2.50 -0.35 -2.26 0.04
N -3.05 -1.34 -2.73 -0.34
O -3.18 -2.41 -2.24 0.12
C -3.64 -1.09 -4.06 -0.14
C -4.25 -2.13 -4.78 -0.01
C -4.66 -1.77 -6.02 -0.08
C -4.58 -0.44 -6.48 -0.08
C -3.88 0.48 -5.79 -0.07
C -3.38 0.16 -4.53 0.01
H -4.34 -3.13 -4.38 0.12
H -5.19 -2.48 -6.58 0.09
H -5.11 -0.15 -7.38 0.12
H -3.78 1.48 -6.22 0.12
H -2.74 0.77 -3.94 0.11
O -2.03 1.48 4.08 0.08
N -0.84 1.50 4.21 -0.32
O -0.05 0.65 3.81 0.06
C -0.25 2.68 4.87 -0.15
C -0.95 3.40 5.73 -0.02
C -0.33 4.40 6.50 -0.05
C 1.03 4.54 6.32 -0.08
C 1.78 3.87 5.35 -0.03
C 1.10 2.95 4.59 0.00
H -2.02 3.17 5.89 0.13
H -0.89 4.97 7.22 0.11
H 1.58 5.24 7.02 0.13
H 2.83 3.99 5.25 0.10
H 1.59 2.33 3.92 0.07
O 4.41 -3.17 -1.65 0.07
N 4.48 -2.25 -2.44 -0.37
O 5.45 -1.94 -3.04 0.11
C 3.23 -1.49 -2.59 -0.16
C 2.19 -1.71 -1.71 0.02
C 1.04 -0.90 -1.71 -0.08
C 0.87 0.02 -2.67 -0.07
C 1.92 0.18 -3.64 -0.06
C 3.15 -0.50 -3.55 -0.02
H 2.31 -2.50 -1.04 0.08
H 0.29 -1.08 -0.98 0.09
H 0.02 0.72 -2.71 0.12
H 1.75 0.99 -4.30 0.10
H 3.98 -0.25 -4.22 0.12
O -0.92 1.39 0.53 0.07
N -2.05 1.84 0.51 -0.36
O -2.39 2.93 0.14 0.10
C -3.06 0.99 0.97 -0.16
C -4.46 1.38 0.89 0.03
C -5.45 0.49 1.34 -0.05
C -5.05 -0.73 1.97 -0.07
C -3.73 -1.02 2.11 -0.07
C -2.72 -0.18 1.63 0.01
H -4.66 2.31 0.40 0.10
H -6.51 0.67 1.25 0.10
H -5.81 -1.41 2.35 0.11
H -3.38 -1.93 2.60 0.10
H -1.77 -0.31 2.07 0.08
O 5.06 2.75 3.46 0.05
N 4.57 1.64 3.17 -0.33
O 3.81 1.02 3.84 0.09
C 5.00 1.10 1.82 -0.16
C 4.95 -0.22 1.60 -0.01
C 5.38 -0.68 0.34 -0.03
C 5.93 0.20 -0.60 -0.07
C 5.87 1.53 -0.35 -0.07
C 5.40 2.02 0.88 0.00
H 4.57 -0.97 2.26 0.11
H 5.30 -1.73 0.21 0.09
H 6.42 -0.15 -1.49 0.10
H 6.15 2.28 -1.09 0.12
H 5.32 3.06 1.19 0.12
C -2.02 -4.33 0.90 -0.03
O -1.30 -3.39 1.69 -0.04
C -0.17 -2.85 1.16 -0.56
O 0.46 -3.36 0.26 0.13
O 0.13 -1.75 1.86 -0.01
C 1.43 -1.29 1.71 -0.06
H -1.49 -5.23 0.77 0.08
H -2.29 -3.85 -0.05 0.09
H -2.93 -4.52 1.50 0.10
H 1.73 -0.86 2.70 0.10
H 1.45 -0.46 0.99 0.08
H 2.12 -2.11 1.47 0.11
```

The calculation puts the largest force on an atom at 4.14 eV/A. The value obtained for the energy above the lowest of the compared OMol25 structures with the same formula, charge and spin is 59.57 kcal/mol. Its lowest unoccupied orbital energy is -0.0298 Eh. The SMILES is O=[N+]([O-])c1ccccc1.O=[N+]([O-])c1ccccc1.O=[N+]([O-])c1ccccc1.O=[N+]([O-])c1ccccc1.O=[N+]([O-])c1ccccc1.O=[N+]([O-])c1ccccc1.O=[N+]([O-])c1ccccc1.O=[N+]([O-])c1ccccc1.COC(=O)OC. The HOMO-LUMO gap comes out at 8.8363 eV. The value obtained for the HOMO energy is -9.65 eV. As for the charge: 0.

# 4
ORCA calculation (ωB97M-V with the def2-TZVPD basis set) on one molecule with the formula C3H7N3OS.

```
15
Properties=species:S:1:pos:R:3:lowdin_charge:R:1
H 2.55 -1.22 -0.88 0.05
N 1.94 -1.92 -0.39 0.09
C 1.09 -1.24 0.36 -0.22
N 0.91 0.13 0.28 -0.11
O 1.97 0.64 -0.50 -0.04
C -0.22 0.88 0.17 -0.46
C -1.48 0.13 0.68 -0.46
S -2.56 -0.75 -0.53 0.74
N -0.09 1.99 -0.40 0.12
H -1.01 2.55 -0.41 0.11
H 0.34 -1.62 1.14 0.14
H 1.62 1.46 -0.99 0.12
H -1.28 -0.43 1.61 0.08
H -2.15 0.89 0.88 0.02
H -1.63 -1.50 -1.03 -0.19
```

The calculation puts the largest force on an atom at 3.72 eV/A. The value obtained for the energy above the lowest of the compared OMol25 structures with the same formula, charge and spin is 83.73 kcal/mol. Its lowest unoccupied orbital energy is 0.0220 Eh. The SMILES is [H]/N=C\N(O)/C(CS)=N/[H]. The HOMO-LUMO gap comes out at 9.8789 eV. The value obtained for the HOMO energy is -9.28 eV. As for the charge: 0.

# 5
ORCA calculation (ωB97M-V with the def2-TZVPD basis set) on C41H39Br2Cl3GeN6O5SW as an isolated structure.

```
99
Properties=species:S:1:pos:R:3:mulliken_spin:R:1
W 0.93 0.13 -1.43 0.14
Br -2.90 -4.65 4.17 0.00
C -1.15 -3.96 4.44 0.00
C -0.08 -4.60 3.84 0.00
C 1.20 -4.12 4.05 0.00
C 1.40 -3.02 4.87 0.00
C 0.32 -2.41 5.51 0.00
C -0.97 -2.87 5.27 0.00
N 2.71 -2.56 5.22 0.00
N 3.49 -2.17 4.36 0.00
C 3.07 -2.03 2.99 0.00
C 3.60 -2.83 2.02 0.00
C 3.22 -2.70 0.67 0.00
C 2.36 -1.71 0.32 0.00
O 1.90 -1.48 -0.94 -0.01
C 1.91 -0.80 1.29 0.01
N 1.17 0.23 0.80 0.01
C 0.64 1.10 1.64 0.00
C 0.87 1.01 3.02 0.00
C 1.67 0.01 3.52 0.00
C 2.22 -0.95 2.64 0.00
H -0.24 -5.48 3.24 0.00
H 2.05 -4.64 3.62 0.00
H 0.50 -1.60 6.20 0.00
H -1.81 -2.40 5.76 0.00
H 4.30 -3.61 2.31 0.00
H 3.61 -3.38 -0.09 0.00
H 0.02 1.88 1.22 0.00
H 0.42 1.75 3.67 0.00
H 1.88 -0.04 4.58 0.00
C -6.54 -2.95 0.71 0.00
C -5.45 -2.00 0.31 0.00
C -4.26 -1.94 1.05 0.00
C -3.25 -1.07 0.69 0.00
C -3.41 -0.28 -0.44 0.00
C -4.58 -0.32 -1.18 0.00
C -5.60 -1.18 -0.80 0.00
S -2.25 0.96 -0.87 0.00
O -2.07 1.75 0.35 0.00
O -0.82 0.03 -0.87 -0.02
N 0.17 1.82 -2.46 0.30
C 0.75 2.14 -3.76 0.01
C 2.17 1.60 -3.70 0.02
O 3.08 1.92 -4.38 0.03
O 2.30 0.66 -2.70 0.01
H -6.27 -3.53 1.59 0.00
H -6.76 -3.65 -0.10 0.00
H -7.47 -2.41 0.93 0.00
H -4.14 -2.57 1.92 0.00
H -2.34 -1.01 1.27 0.00
H -4.70 0.31 -2.05 0.00
H -6.52 -1.22 -1.37 0.00
H 0.77 3.20 -3.99 0.00
H 0.19 1.61 -4.52 0.00
C -1.14 4.55 -0.42 0.00
C -0.71 4.72 -1.88 0.01
C -1.62 3.96 -2.85 0.01
C 0.81 4.55 -2.01 0.04
C 1.49 5.64 -2.54 -0.02
C 2.87 5.71 -2.51 0.04
C 3.56 4.75 -1.80 -0.03
C 2.95 3.64 -1.22 0.01
C 3.89 2.93 -0.21 0.01
C 3.40 3.28 1.20 0.00
C 4.27 1.47 -0.33 0.00
C 1.56 3.48 -1.48 0.00
N 0.80 2.25 -1.37 0.40
H -2.19 4.83 -0.31 0.00
H -0.55 5.19 0.23 0.00
H -1.05 3.52 -0.09 0.00
H -0.85 5.77 -2.12 0.00
H -1.67 2.90 -2.64 0.00
H -1.30 4.10 -3.89 0.00
H -2.62 4.37 -2.76 0.00
H 0.92 6.45 -2.97 0.00
H 3.39 6.54 -2.96 0.00
H 4.63 4.87 -1.67 0.00
H 4.84 3.46 -0.35 0.00
H 2.38 2.94 1.36 0.00
H 3.41 4.36 1.35 0.00
H 4.04 2.82 1.95 0.00
H 3.44 0.80 -0.11 0.00
H 5.03 1.24 0.42 0.00
H 4.66 1.21 -1.31 0.00
Br -2.39 -1.49 -3.59 0.00
C -2.27 -2.81 -2.21 0.00
C -3.26 -3.78 -2.14 0.00
C -3.12 -4.74 -1.16 0.00
C -2.02 -4.70 -0.31 0.00
C -1.10 -3.68 -0.48 0.00
N -1.22 -2.74 -1.43 0.00
H -4.09 -3.78 -2.83 0.00
H -3.86 -5.53 -1.06 0.00
H -1.88 -5.43 0.47 0.00
H -0.23 -3.60 0.15 0.00
Cl 0.70 -0.72 -5.50 0.00
Ge 1.13 -1.63 -3.57 0.01
Cl 0.42 -3.65 -3.80 0.00
Cl 3.26 -1.99 -3.67 0.00
```

The calculation puts the largest force on an atom at 0.80 eV/A. The value obtained for the energy above the lowest of the compared OMol25 structures with the same formula, charge and spin is 63.25 kcal/mol. Its lowest unoccupied orbital energy (alpha / beta) is -0.1723 / -0.1794 Eh. The HOMO-LUMO gap (alpha / beta) comes out at 6.4855 / 6.3089 eV. Its expectation value of S² is 0.7603. As for the multiplicity: 2. The value obtained for the HOMO energy (alpha / beta) is -11.17 / -11.19 eV. As for the charge: +1.

# 6
ORCA calculation (ωB97M-V with the def2-TZVPD basis set) on C69H60BaGe2N3O2P3S3 as an isolated structure.

```
143
Properties=species:S:1:pos:R:3:mulliken_spin:R:1
Ba -0.62 1.67 0.40 -0.12
S 0.70 3.83 1.87 0.01
P 1.49 2.53 3.28 0.00
C 2.47 1.29 2.82 0.09
P 2.17 -0.21 2.25 0.04
S 1.37 -0.46 0.29 0.40
C 1.11 -1.28 3.31 0.03
C -0.25 -1.44 3.05 -0.01
C -1.07 -2.12 3.95 0.00
C -0.52 -2.68 5.09 0.00
C 0.84 -2.54 5.35 0.00
C 1.64 -1.83 4.47 0.00
C 3.73 -1.17 2.21 -0.01
C 4.94 -0.49 2.28 0.00
C 6.14 -1.19 2.26 0.00
C 6.14 -2.58 2.18 0.00
C 4.93 -3.26 2.11 0.00
C 3.74 -2.56 2.11 0.02
C 0.13 2.03 4.39 0.00
C 0.44 1.14 5.43 -0.01
C -0.52 0.73 6.32 0.00
C -1.83 1.20 6.20 0.00
C -2.15 2.08 5.19 0.00
C -1.17 2.50 4.29 0.00
C 2.44 3.63 4.41 0.00
C 1.81 4.60 5.19 0.00
C 2.55 5.44 6.00 0.00
C 3.93 5.33 6.04 0.00
C 4.57 4.37 5.27 0.00
C 3.82 3.52 4.46 0.00
H -0.67 -1.04 2.14 0.00
H -2.12 -2.22 3.74 0.00
H -1.15 -3.22 5.79 0.00
H 1.27 -2.97 6.24 0.00
H 2.70 -1.70 4.69 0.00
H 4.91 0.59 2.37 0.00
H 7.08 -0.65 2.31 0.00
H 7.07 -3.12 2.17 0.00
H 4.92 -4.34 2.04 0.00
H 2.80 -3.10 2.03 0.00
H 1.46 0.78 5.51 0.00
H -0.27 0.03 7.11 0.00
H -2.59 0.87 6.90 0.00
H -3.17 2.43 5.07 0.00
H -1.42 3.19 3.49 0.00
H 0.73 4.70 5.16 0.00
H 2.05 6.19 6.60 0.00
H 4.51 5.99 6.67 0.00
H 5.64 4.28 5.30 0.00
H 4.29 2.75 3.86 -0.01
O -4.15 1.98 2.83 0.00
C -3.65 1.06 2.20 0.00
O -2.66 1.16 1.39 -0.01
C -4.15 -0.35 2.33 0.00
C -5.01 -0.62 3.38 0.00
C -5.46 -1.91 3.62 0.00
C -5.05 -2.93 2.78 0.00
C -4.21 -2.66 1.71 0.00
C -3.74 -1.38 1.45 0.01
P -2.54 -1.08 0.06 0.02
C -2.56 -2.74 -0.69 -0.01
C -3.61 -3.30 -1.42 -0.01
C -3.60 -4.64 -1.76 0.00
C -2.53 -5.44 -1.38 0.00
C -1.46 -4.89 -0.69 0.01
C -1.47 -3.54 -0.36 -0.01
C -3.48 -0.08 -1.18 -0.04
C -2.85 0.12 -2.40 0.00
C -3.39 0.97 -3.35 0.02
C -4.57 1.64 -3.09 0.00
C -5.22 1.44 -1.87 0.00
C -4.67 0.59 -0.93 0.00
H -5.29 0.21 4.01 0.00
H -6.13 -2.12 4.45 0.00
H -5.38 -3.95 2.96 0.00
H -3.90 -3.49 1.08 0.00
H -4.46 -2.68 -1.70 0.00
H -4.42 -5.06 -2.32 0.00
H -2.52 -6.49 -1.64 0.00
H -0.61 -5.50 -0.41 0.00
H -0.64 -3.10 0.18 -0.01
H -1.91 -0.38 -2.62 0.04
H -2.87 1.12 -4.30 0.00
H -4.99 2.32 -3.82 0.00
H -6.14 1.96 -1.65 0.00
H -5.18 0.45 0.02 0.00
N -1.92 4.76 -3.67 0.00
C -0.97 4.21 -4.52 0.00
C -0.63 4.48 -5.84 0.00
C 0.45 3.78 -6.35 0.00
C 1.16 2.85 -5.58 0.01
C 0.79 2.58 -4.28 -0.02
C -0.30 3.27 -3.75 0.00
N -0.83 3.23 -2.46 0.01
C -1.76 4.14 -2.46 0.00
C -2.57 4.53 -1.29 0.00
C -3.41 5.59 -1.18 0.00
S -4.07 5.61 0.40 0.00
C -3.18 4.20 0.79 0.00
N -2.44 3.74 -0.18 0.00
H -2.58 5.49 -3.88 0.00
H -1.16 5.22 -6.44 0.00
H 0.76 3.97 -7.37 0.00
H 2.01 2.34 -6.00 0.00
H 1.35 1.86 -3.68 0.01
H -3.64 6.35 -1.90 0.00
H -3.28 3.71 1.75 0.00
C 1.04 -2.78 -5.78 0.05
Ge -0.05 -1.89 -4.41 0.08
C -1.54 -3.08 -4.00 -0.01
C -0.93 -0.41 -5.33 0.02
Ge 1.22 -1.31 -2.40 0.22
C 2.55 0.03 -3.01 0.11
C 3.18 -0.20 -4.24 -0.07
C 4.10 0.70 -4.76 0.01
C 4.42 1.86 -4.05 0.00
C 3.81 2.09 -2.83 0.01
C 2.90 1.18 -2.31 0.04
C 2.27 -2.96 -2.16 0.05
C 1.76 -4.21 -2.51 0.00
C 2.53 -5.36 -2.41 -0.02
C 3.84 -5.27 -1.97 0.03
C 4.36 -4.04 -1.61 -0.02
C 3.58 -2.89 -1.69 0.04
H 0.34 -3.24 -6.48 0.00
H 1.68 -3.55 -5.35 0.00
H 1.66 -2.07 -6.32 -0.01
H -1.78 -3.66 -4.90 0.00
H -2.41 -2.50 -3.72 0.00
H -1.34 -3.77 -3.19 0.00
H -1.76 -0.84 -5.90 0.00
H -0.26 0.11 -6.01 0.00
H -1.34 0.33 -4.64 0.00
H 2.98 -1.10 -4.80 -0.01
H 4.58 0.50 -5.71 0.00
H 5.13 2.56 -4.45 0.00
H 4.06 2.97 -2.26 0.00
H 2.46 1.37 -1.34 -0.02
H 0.74 -4.30 -2.87 -0.01
H 2.10 -6.32 -2.69 0.00
H 4.45 -6.17 -1.90 0.00
H 5.38 -3.96 -1.25 0.00
H 4.00 -1.94 -1.38 0.00
```

The calculation puts the largest force on an atom at 1.51 eV/A. The value obtained for the energy above the lowest of the compared OMol25 structures with the same formula, charge and spin is 17.86 kcal/mol. Its lowest unoccupied orbital energy (alpha / beta) is 0.0605 / 0.0561 Eh. The HOMO-LUMO gap (alpha / beta) comes out at 5.2640 / 5.5387 eV. Its expectation value of S² is 0.7581. As for the multiplicity: 2. The value obtained for the HOMO energy (alpha / beta) is -3.62 / -4.01 eV. As for the charge: -1.

# 7
ORCA calculation (ωB97M-V with the def2-TZVPD basis set) on a 2-piece molecular cluster, C3H11BN overall.

```
16
Properties=species:S:1:pos:R:3:lowdin_charge:R:1
B -0.31 -1.07 0.03 0.05
C -1.75 -1.49 -0.18 -0.05
C 1.04 -1.82 -0.14 -0.03
C -0.19 1.83 0.68 -0.10
N 1.10 2.29 -0.05 0.04
H -1.81 -2.48 -0.83 0.14
H -2.46 -0.79 -0.58 0.06
H -2.23 -2.02 0.72 0.11
H 1.02 -2.63 0.57 0.08
H 1.90 -1.29 -0.05 0.01
H 1.07 -2.34 -1.17 0.13
H -1.08 2.24 0.06 0.06
H -0.16 2.27 1.73 0.05
H 0.98 1.73 -0.95 0.16
H 1.98 2.29 0.46 0.15
H 0.89 3.28 -0.30 0.15
```

The calculation puts the largest force on an atom at 3.58 eV/A. The value obtained for the energy above the lowest of the compared OMol25 structures with the same formula, charge and spin is 45.83 kcal/mol. Its lowest unoccupied orbital energy is -0.1524 Eh. The HOMO-LUMO gap comes out at 8.0986 eV. The value obtained for the HOMO energy is -12.24 eV. As for the charge: +1.